Computed, not measured: a structure of composition C36H28GeN4Re in a non-equilibrium geometry, with ωB97M-V with the def2-TZVPD basis set.

The geometry in XYZ format:
```
70
Properties=species:S:1:pos:R:3
Re -0.72362 -1.37331 1.03530
C 4.01308 -2.49151 -1.68560
C 2.93358 -1.72981 -1.94590
C 2.05818 -1.22151 -0.85970
C 2.30078 -1.82411 0.50630
C 3.43998 -2.63361 0.68980
C 4.25698 -2.95781 -0.36300
N 1.37558 -1.52951 1.42160
C 1.64268 -1.34161 2.78790
C 2.90438 -1.26101 3.37740
C 3.03658 -1.04561 4.74320
C 1.92528 -0.88701 5.56570
C 0.66158 -0.88591 5.01160
C 0.51688 -1.09361 3.63640
N -0.70702 -1.12781 3.01630
N -1.78392 -1.34371 3.61250
C -2.90322 -1.51371 2.84500
C -4.16212 -1.49281 3.44310
C -5.28202 -1.68011 2.64870
C -5.10652 -1.92771 1.29190
C -3.82242 -1.92391 0.76050
N -2.74192 -1.69911 1.49980
H 4.67228 -2.81511 -2.47490
H 2.67618 -1.43961 -2.95340
H 0.99328 -1.34701 -1.12840
H 3.59608 -3.12011 1.64190
H 5.08298 -3.63391 -0.19310
H 3.79448 -1.33991 2.77620
H 4.02758 -1.00651 5.16940
H 2.05318 -0.73041 6.62450
H -0.22162 -0.70371 5.60500
H -4.23282 -1.31091 4.50250
H -6.27062 -1.63931 3.07910
H -5.94962 -2.11081 0.64710
H -3.64662 -2.09451 -0.29780
C -0.58742 0.30819 0.24580
Ge -0.46482 1.45139 -1.31900
C -1.47702 0.04709 -2.33510
C -0.79912 -0.67261 -3.30980
C -1.47412 -1.62171 -4.05530
C -2.81832 -1.86381 -3.82050
C -3.49192 -1.14351 -2.84570
C -2.82192 -0.19151 -2.09130
C -1.15202 3.33749 -1.20200
C -2.48472 3.48889 -0.85600
C -3.01132 4.76619 -0.74680
C -2.20762 5.86949 -0.98240
C -0.87902 5.70199 -1.32920
C -0.33752 4.42979 -1.44340
C 1.50868 1.18509 -1.67400
C 2.16538 1.96429 -2.60130
C 3.55238 2.11299 -2.58820
C 4.33708 1.48249 -1.60410
C 3.75658 0.61309 -0.73390
C 2.30168 0.36089 -0.72940
H 0.24188 -0.46051 -3.51240
H -0.95052 -2.16811 -4.82380
H -3.33912 -2.61211 -4.39860
H -4.54442 -1.32241 -2.68150
H -3.35102 0.37309 -1.33450
H -3.11462 2.62859 -0.66920
H -4.04962 4.89059 -0.48330
H -2.62342 6.86239 -0.89730
H -0.25072 6.55919 -1.51400
H 0.70188 4.30659 -1.71100
H 1.58438 2.51609 -3.33020
H 4.02798 2.75369 -3.31970
H 5.39918 1.67439 -1.57390
H 4.35968 0.05319 -0.03230
H 1.88588 0.59569 0.26640
```

As for the maximum force: 6.83 eV/A. Its charge is +3. Its LUMO energy is -10.69 eV. As for the calculated total energy: -3761.70053 hartree. For the highest occupied orbital energy, the calculation gives -16.29 eV. As for the spin multiplicity: 1.